# 1
Below is a molecular structure, C5H8N2, with properties calculated with ωB97M-V/def2-TZVPD.

```
15
C5H8N2, DFT ωB97M-V/def2-TZVPD
C -0.746 1.306 -0.885
C -0.652 -0.035 -0.179
C 0.212 -1.143 -0.840
N 1.057 -1.270 0.378
C 0.397 -0.126 0.929
C 1.064 0.963 1.688
N 0.375 0.292 2.544
H 0.246 1.664 -1.179
H -1.369 1.228 -1.783
H -1.190 2.059 -0.225
H -1.644 -0.395 0.114
H 0.760 -0.773 -1.713
H -0.303 -2.073 -1.098
H 2.053 -1.128 0.237
H -0.260 -0.569 2.013
```

Computed properties:
multiplicity	1
energy	-8289.668	eV
relative energy (zero: lowest compared OMol25 entry of this formula, charge and spin)	122.87	kcal/mol
E_LUMO	0.0354	Ha


# 2
Below is C5H8N2 in the gas phase, with properties calculated with ωB97M-V/def2-TZVPD.

```
15
C5H8N2, DFT ωB97M-V/def2-TZVPD
C -1.286 -1.355 0.367
N -0.125 -0.492 0.290
C 1.169 -0.962 0.354
C 2.009 -0.003 -0.137
C 1.205 1.118 -0.496
C -0.099 0.787 -0.215
N -1.305 1.498 -0.402
H -2.057 -0.974 -0.307
H -0.989 -2.353 0.034
H -1.696 -1.432 1.380
H 1.364 -1.946 0.760
H 3.083 -0.089 -0.226
H 1.540 2.060 -0.910
H -1.684 1.827 0.482
H -1.128 2.316 -0.975
```

Computed properties:
structure (SMILES)	Cn1cccc1N
multiplicity	1
energy	-8294.602	eV
relative energy (zero: lowest compared OMol25 entry of this formula, charge and spin)	9.09	kcal/mol
E_LUMO	0.0375	Ha


# 3
Below is C5H8N2 in the gas phase, with properties calculated with ωB97M-V/def2-TZVPD.

```
15
C5H8N2, DFT ωB97M-V/def2-TZVPD
C -2.313 -0.091 -0.268
C -0.935 0.416 0.145
C -0.227 1.383 -0.791
N 1.041 1.005 -0.651
C 1.275 -0.157 0.148
N 2.594 -0.538 0.376
C 0.093 -0.590 0.599
H -2.248 -0.850 -1.054
H -2.826 -0.539 0.590
H -2.921 0.740 -0.639
H -1.096 1.129 0.979
H 1.812 1.525 -1.052
H 2.667 -1.421 0.864
H 3.172 -0.547 -0.456
H -0.087 -1.465 1.210
```

Computed properties:
multiplicity	1
energy	-8292.790	eV
relative energy (zero: lowest compared OMol25 entry of this formula, charge and spin)	50.87	kcal/mol
E_LUMO	0.0295	Ha


# 4
Below is C5H8N2 in the gas phase at a distorted geometry, with properties calculated with ωB97M-V/def2-TZVPD.

```
15
C5H8N2, DFT ωB97M-V/def2-TZVPD
C 2.393 -0.357 0.148
C 1.004 0.152 -0.033
C 0.451 1.375 0.419
N -0.856 1.429 0.241
N -1.161 0.249 -0.300
C -2.526 -0.294 -0.098
C -0.074 -0.520 -0.551
H 3.126 0.305 -0.317
H 2.502 -1.358 -0.279
H 2.631 -0.429 1.217
H 0.939 2.193 0.927
H -2.721 -0.031 -1.123
H -3.045 0.263 0.696
H -2.477 -1.342 0.255
H -0.156 -1.467 -1.078
```

Computed properties:
structure (SMILES)	Cc1cnn(C)c1
multiplicity	1
energy	-8293.480	eV
relative energy (zero: lowest compared OMol25 entry of this formula, charge and spin)	34.98	kcal/mol
E_LUMO	0.0371	Ha


# 5
Below is C5H8N2 in the gas phase, with properties calculated with ωB97M-V/def2-TZVPD.

```
15
C5H8N2, DFT ωB97M-V/def2-TZVPD
C 1.136 -1.275 1.678
C 0.529 -0.592 0.489
C 0.379 -1.085 -0.782
N -0.348 -0.171 -1.515
C -0.665 0.900 -0.724
N -1.549 1.896 -1.190
C -0.111 0.685 0.512
H 1.977 -0.713 2.100
H 0.384 -1.375 2.470
H 1.490 -2.281 1.431
H 0.713 -2.015 -1.222
H -0.697 -0.303 -2.451
H -1.979 2.356 -0.396
H -1.096 2.608 -1.755
H -0.162 1.365 1.354
```

Computed properties:
structure (SMILES)	Cc1c[nH]c(N)c1
multiplicity	1
energy	-8294.879	eV
relative energy (zero: lowest compared OMol25 entry of this formula, charge and spin)	2.70	kcal/mol
E_LUMO	0.0381	Ha


# 6
Below is C5H8N2 in the gas phase, with properties calculated with ωB97M-V/def2-TZVPD.

```
15
C5H8N2, DFT ωB97M-V/def2-TZVPD
C -2.528 -0.557 0.125
C -1.065 -0.185 0.032
C -0.652 1.133 -0.258
C 0.714 1.089 -0.249
N 1.075 -0.182 0.028
C 2.485 -0.538 0.127
N -0.014 -0.988 0.212
H -3.054 -0.224 -0.778
H -3.004 -0.006 0.945
H -2.747 -1.617 0.265
H -1.279 1.987 -0.450
H 1.461 1.852 -0.416
H 3.026 0.354 -0.204
H 2.778 -1.360 -0.529
H 2.804 -0.758 1.150
```

Computed properties:
structure (SMILES)	Cc1ccn(C)n1
multiplicity	1
energy	-8294.322	eV
relative energy (zero: lowest compared OMol25 entry of this formula, charge and spin)	15.55	kcal/mol
E_LUMO	0.0375	Ha


# 7
Below is C5H8N2 in the gas phase, with properties calculated with ωB97M-V/def2-TZVPD.

```
15
C5H8N2, DFT ωB97M-V/def2-TZVPD
C -2.585 0.035 0.026
C -1.087 -0.245 0.078
C -0.202 0.750 -0.178
N 1.195 0.663 -0.121
C 1.928 -0.464 -0.260
N 3.227 -0.247 0.011
C -0.814 -1.550 0.546
H -3.190 -0.872 -0.101
H -2.907 0.504 0.962
H -2.800 0.695 -0.811
H -0.563 1.703 -0.562
H 1.645 1.558 0.094
H 3.887 -0.998 -0.112
H 3.629 0.626 0.357
H -1.422 -2.239 -0.083
```

Computed properties:
multiplicity	1
energy	-8289.468	eV
relative energy (zero: lowest compared OMol25 entry of this formula, charge and spin)	127.48	kcal/mol
E_LUMO (spin up / spin down)	-0.0092 / 0.0045	Ha


# 8
Below is C5H8N2 in the gas phase at a distorted geometry, with properties calculated with ωB97M-V/def2-TZVPD.

```
15
C5H8N2, DFT ωB97M-V/def2-TZVPD
C -0.022 -1.568 -0.785
C -0.554 -0.445 0.084
C 0.227 0.015 1.332
N -0.263 1.379 1.070
C -0.513 1.061 -0.326
C 1.661 1.120 -1.657
N 0.612 1.355 -1.174
H 1.031 -1.433 -1.053
H -0.109 -2.516 -0.239
H -0.600 -1.673 -1.709
H -1.589 -0.652 0.367
H 1.313 -0.117 1.208
H -0.080 -0.395 2.299
H 0.363 2.157 1.246
H -1.405 1.509 -0.772
```

Computed properties:
multiplicity	1
energy	-8292.861	eV
relative energy (zero: lowest compared OMol25 entry of this formula, charge and spin)	49.25	kcal/mol
E_LUMO	0.0389	Ha


# 9
Below is C5H8N2 in the gas phase at a distorted geometry, with properties calculated with ωB97M-V/def2-TZVPD.

```
15
C5H8N2, DFT ωB97M-V/def2-TZVPD
H 0.811 1.440 -1.650
N 1.499 1.470 -0.903
C 1.194 0.692 0.055
N 1.931 0.700 1.206
C -0.016 -0.219 0.098
C 0.132 -1.527 0.458
C -1.204 0.309 -0.611
C -2.415 -0.078 -0.945
H 1.846 -0.067 1.850
H 2.815 1.182 1.172
H -0.696 -2.218 0.436
H 1.111 -1.976 0.530
H -1.101 0.568 0.649
H -3.318 0.175 -0.399
H -2.590 -0.452 -1.946
```

Computed properties:
structure (SMILES)	[H]/N=C(/N)C(=C)C=C
multiplicity	1
energy	-8290.055	eV
relative energy (zero: lowest compared OMol25 entry of this formula, charge and spin)	113.95	kcal/mol
E_LUMO	0.0044	Ha


# 10
Below is C5H8N2 in the gas phase at a distorted geometry, with properties calculated with ωB97M-V/def2-TZVPD.

```
15
C5H8N2, DFT ωB97M-V/def2-TZVPD
C 0.244 -1.104 1.563
C 0.336 0.104 0.655
C 0.640 -0.069 -0.799
C 0.944 -1.394 -1.306
N 1.259 -2.455 -1.642
N -0.704 0.233 -0.345
C -1.211 1.544 -0.740
H -0.159 -1.961 1.014
H 1.229 -1.388 1.953
H -0.416 -0.905 2.413
H 0.753 1.009 1.104
H 1.178 0.731 -1.310
H -0.424 2.251 -1.047
H -1.780 1.998 0.076
H -1.889 1.406 -1.588
```

Computed properties:
structure (SMILES)	C[C@H]1[C@@H](C#N)N1C
multiplicity	1
energy	-8293.373	eV
relative energy (zero: lowest compared OMol25 entry of this formula, charge and spin)	37.43	kcal/mol
E_LUMO	0.0338	Ha


# 11
Below is C5H8N2 in the gas phase at a distorted geometry, with properties calculated with ωB97M-V/def2-TZVPD.

```
15
C5H8N2, DFT ωB97M-V/def2-TZVPD
C -0.125 -1.476 0.330
C -0.167 -0.022 -0.143
C -1.524 0.502 0.372
N 0.346 0.479 -1.366
C 1.011 0.872 -0.088
C 2.330 0.324 -0.053
N 3.400 0.007 0.076
H -0.880 -1.953 -0.303
H -0.485 -1.587 1.322
H 0.740 -1.892 0.014
H -1.815 -0.086 1.183
H -2.136 0.321 -0.479
H -1.384 1.578 0.658
H -0.310 1.030 -1.867
H 1.000 1.902 0.344
```

Computed properties:
structure (SMILES)	CC1(C)N[C@@H]1C#N
multiplicity	1
energy	-8292.683	eV
relative energy (zero: lowest compared OMol25 entry of this formula, charge and spin)	53.35	kcal/mol
E_LUMO	0.0295	Ha


# 12
Below is C5H8N2 in the gas phase at a distorted geometry, with properties calculated with ωB97M-V/def2-TZVPD.

```
15
C5H8N2, DFT ωB97M-V/def2-TZVPD
C 1.036 1.769 -0.703
C 0.028 0.942 -0.374
C 0.161 -0.069 0.819
N -0.866 0.168 1.802
C 0.008 -1.418 0.195
C -0.300 -1.448 -1.083
N -0.666 -1.700 -2.188
H 2.035 1.645 -0.297
H 0.880 2.609 -1.373
H -0.966 1.150 -0.766
H 1.147 0.038 1.288
H -1.471 0.948 1.553
H -0.455 0.387 2.706
H 0.198 -2.318 0.766
H -0.769 -2.706 -2.348
```

Computed properties:
structure (SMILES)	C=C[C@@H](N)C=C=N
multiplicity	1
energy	-8291.037	eV
relative energy (zero: lowest compared OMol25 entry of this formula, charge and spin)	91.31	kcal/mol
E_LUMO	0.0069	Ha


# 13
Below is C5H8N2 in the gas phase, with properties calculated with ωB97M-V/def2-TZVPD.

```
15
C5H8N2, DFT ωB97M-V/def2-TZVPD
C 2.555 0.146 -0.458
C 1.164 0.069 0.087
C 0.016 0.597 -0.437
N -1.020 0.082 0.310
C -2.400 0.041 -0.118
C -0.447 -0.720 1.247
N 0.859 -0.742 1.158
H 3.273 -0.183 0.296
H 2.646 -0.529 -1.316
H 2.826 1.150 -0.796
H -0.165 1.283 -1.255
H -2.506 -0.647 -0.964
H -3.028 -0.312 0.702
H -2.734 1.035 -0.425
H -1.039 -1.270 1.969
```

Computed properties:
structure (SMILES)	Cc1cn(C)cn1
multiplicity	1
energy	-8294.854	eV
relative energy (zero: lowest compared OMol25 entry of this formula, charge and spin)	3.29	kcal/mol
E_LUMO	0.0331	Ha


# 14
Below is 2 unconnected molecules or ions with the total composition C5H8N2 at a distorted geometry, with properties calculated with ωB97M-V/def2-TZVPD.

```
15
C5H8N2, DFT ωB97M-V/def2-TZVPD
H -0.833 0.890 -2.220
N -1.169 1.365 -1.378
C -0.397 1.230 -0.374
C 1.147 1.127 -0.526
C 1.754 0.064 -0.123
C 1.895 -1.142 0.386
H -0.685 1.750 0.540
H 1.602 1.940 -1.068
H 2.029 -2.000 -0.264
H 2.377 -1.270 1.349
C -1.282 -0.911 0.465
N -1.665 -0.469 1.586
H -0.227 -1.397 0.456
H -1.927 -1.094 -0.405
H -2.619 -0.086 1.577
```

Computed properties:
structure (SMILES)	[H]/N=C\C=C=C.C=N
multiplicity	1
energy	-8290.360	eV
relative energy (zero: lowest compared OMol25 entry of this formula, charge and spin)	106.91	kcal/mol
E_LUMO	0.0230	Ha


# 15
Below is a molecular structure, C5H8N2 at a distorted geometry, with properties calculated with ωB97M-V/def2-TZVPD.

```
15
C5H8N2, DFT ωB97M-V/def2-TZVPD
C 2.085 -0.125 0.253
C -0.331 -0.851 -0.297
C 0.689 0.138 -0.178
C -1.640 0.129 -0.350
C -0.026 1.340 -0.204
N -0.285 -2.096 -0.066
N -2.465 0.256 0.639
H -1.123 -2.591 -0.372
H -1.977 0.227 1.538
H -2.091 0.201 -1.343
H 2.366 0.545 1.069
H 2.785 0.065 -0.565
H 2.193 -1.161 0.573
H -0.475 1.745 -1.108
H 0.297 2.178 0.413
```

Computed properties:
multiplicity	1
energy	-8290.497	eV
relative energy (zero: lowest compared OMol25 entry of this formula, charge and spin)	103.75	kcal/mol
E_LUMO (spin up / spin down)	-0.0265 / -0.0265	Ha


# 16
Below is a molecular structure, C5H8N2 at a distorted geometry, with properties calculated with ωB97M-V/def2-TZVPD.

```
15
C5H8N2, DFT ωB97M-V/def2-TZVPD
C -1.491 -0.595 -0.702
C -0.661 -0.160 0.413
C 0.661 -0.943 0.977
N 1.357 0.191 1.392
C -0.117 1.110 -0.207
C 1.003 1.065 -1.106
N 1.867 1.022 -1.880
H -0.970 -0.888 -1.615
H -2.464 -1.075 -0.558
H -1.188 0.923 -1.036
H -1.227 0.105 1.306
H 1.093 -1.540 0.162
H 0.319 -1.589 1.791
H 2.183 0.314 0.807
H -0.365 2.059 0.258
```

Computed properties:
multiplicity	1
energy	-8288.840	eV
relative energy (zero: lowest compared OMol25 entry of this formula, charge and spin)	141.97	kcal/mol
E_LUMO (spin up / spin down)	-0.0292 / -0.0216	Ha


# 17
Below is C5H8N2 in the gas phase, with properties calculated with ωB97M-V/def2-TZVPD.

```
15
C5H8N2, DFT ωB97M-V/def2-TZVPD
C 0.459 0.193 -2.036
C 0.485 -1.560 -0.364
C -0.421 -0.529 -0.996
N -0.833 0.406 0.088
C -0.163 0.049 1.187
N -0.309 0.718 2.356
C 0.657 -1.081 0.924
H 1.509 0.122 -1.735
H 0.372 -0.309 -3.002
H 0.189 1.249 -2.142
H -1.325 -0.932 -1.465
H -1.689 0.943 0.105
H 0.371 0.529 3.076
H -0.650 1.667 2.333
H 1.348 -1.466 1.671
```

Computed properties:
multiplicity	1
energy	-8292.532	eV
relative energy (zero: lowest compared OMol25 entry of this formula, charge and spin)	56.83	kcal/mol
E_LUMO	0.0217	Ha


# 18
Below is C5H8N2 in the gas phase, with properties calculated with ωB97M-V/def2-TZVPD.

```
15
C5H8N2, DFT ωB97M-V/def2-TZVPD
C 2.464 -0.317 0.129
C 1.024 0.101 0.046
C 0.478 1.366 0.361
N -0.846 1.377 0.284
N -1.173 0.139 -0.106
C -2.562 -0.252 -0.196
C -0.081 -0.648 -0.282
H 3.095 0.307 -0.510
H 2.604 -1.359 -0.175
H 2.859 -0.229 1.150
H 1.010 2.281 0.599
H -3.038 0.193 -1.074
H -3.095 0.059 0.707
H -2.598 -1.340 -0.270
H -0.175 -1.664 -0.659
```

Computed properties:
structure (SMILES)	Cc1cnn(C)c1
multiplicity	1
energy	-8294.408	eV
relative energy (zero: lowest compared OMol25 entry of this formula, charge and spin)	13.57	kcal/mol
E_LUMO	0.0368	Ha


# 19
Below is C5H8N2 in the gas phase, with properties calculated with ωB97M-V/def2-TZVPD.

```
15
C5H8N2, DFT ωB97M-V/def2-TZVPD
C 1.858 -0.641 0.149
C 1.223 0.594 -0.557
C 0.681 1.655 0.263
N -0.620 1.544 0.435
N -0.982 0.461 -0.310
C -2.077 -0.376 0.134
C 0.068 -0.030 -0.975
H 2.665 -0.312 0.784
H 2.174 -1.434 -0.535
H 1.101 -1.111 0.820
H 1.176 2.522 0.698
H -2.360 -1.038 -0.685
H -2.906 0.260 0.430
H -1.775 -0.995 0.993
H 0.027 -0.932 -1.571
```

Computed properties:
structure (SMILES)	Cc1cnn(C)c1
multiplicity	1
energy	-8292.008	eV
relative energy (zero: lowest compared OMol25 entry of this formula, charge and spin)	68.91	kcal/mol
E_LUMO	0.0320	Ha


# 20
Below is C5H8N2 in the gas phase at a distorted geometry, with properties calculated with ωB97M-V/def2-TZVPD.

```
15
C5H8N2, DFT ωB97M-V/def2-TZVPD
C 1.538 0.192 -0.027
C -0.305 0.543 -1.578
C -0.463 -0.918 -1.394
N 0.111 -0.125 -0.251
C -0.782 -0.164 0.938
C -0.451 0.881 1.918
N -0.210 1.681 2.717
H 2.071 -0.092 -0.935
H 1.995 -0.226 0.880
H 1.545 1.287 -0.012
H -1.224 1.079 -1.329
H -1.429 -1.372 -1.125
H 0.208 -1.655 -1.848
H -1.798 0.019 0.575
H -0.807 -1.131 1.470
```

Computed properties:
multiplicity	1
energy	-8290.413	eV
relative energy (zero: lowest compared OMol25 entry of this formula, charge and spin)	105.69	kcal/mol
E_LUMO	0.0214	Ha